A) 51
Properties=species:S:1:pos:R:3 method="wB97M-V/def2-TZVPD" homo_ev=-10.85 homo_lumo_gap_ev=10.3014 spin_multiplicity=1
O -1.79516 2.36917 3.98620
H -1.23084 2.30452 0.65865
H 2.74613 -3.02181 -4.47136
H -4.96971 -2.25536 -2.27423
H 3.67840 -2.44765 -0.00351
H -0.69485 0.75965 0.75439
O -2.16228 0.01893 -3.92037
O 0.23032 3.84553 2.90381
O -2.36862 -2.49099 0.76963
H 2.14213 -0.01283 1.91839
H 1.53409 -2.95005 -0.86695
H -4.15340 -0.77961 3.67682
H -2.13833 -0.94734 -3.90021
O 1.92598 2.34274 -0.67877
H 0.93677 3.54693 -0.14155
H -1.72440 3.30498 4.17050
H 2.14867 2.00011 0.18638
O 2.23548 -2.30147 -4.10677
H -0.69991 -1.10173 -0.99883
H -2.64544 3.53201 -1.94266
H -2.54823 2.37119 -2.52638
H 1.39178 5.01433 0.27934
H 2.24531 -1.55180 4.51913
O -4.09068 -2.21707 -2.68157
O -3.52050 -0.06295 3.78010
H 4.94800 -1.80807 -0.51549
O 0.01966 -1.54627 -0.53530
H 1.84875 -4.56995 -0.82623
H -2.00325 -1.66324 1.08393
H 0.71346 -0.33369 1.60649
H 2.86238 -0.61898 -2.58640
O -3.28799 2.79957 -2.04334
O 0.69300 4.36568 0.35777
O -0.60581 1.63059 0.37566
H -1.07699 2.14511 3.39995
H 0.07593 4.68177 2.46107
H 1.44519 -0.06305 -2.75533
H 2.08416 -2.64184 -3.21187
H -2.70138 -0.42951 3.43692
O 2.16527 -3.67128 -0.88754
H -2.98928 0.06387 -3.42673
O 4.41162 -1.88299 0.27893
H 1.80398 -1.48777 3.06522
O 1.60188 -0.47961 1.26479
H 0.29021 3.19065 2.21045
O 2.12790 -0.22944 -2.09885
H 1.61966 1.67183 -1.29336
H 0.79410 -0.98820 -0.69281
H -1.66287 -2.93570 0.29563
H -3.63085 -2.36034 -1.83764
O 1.98053 -2.10856 3.78389

---

B) 51
Properties=species:S:1:pos:R:3 method="wB97M-V/def2-TZVPD" homo_ev=-11.14 homo_lumo_gap_ev=10.9942 spin_multiplicity=1
H 4.02772 1.41304 -2.26456
H -0.36111 1.87128 1.58889
H -4.19662 -3.43125 1.15593
H -4.64948 -2.60022 -0.01535
H 3.30722 -0.80834 -0.85347
O 1.42622 -1.18982 -4.02286
H 2.00918 -0.67580 -4.55233
O 3.51919 2.02622 -2.77291
O 2.72270 -1.55543 -0.92415
H -1.45638 -2.85234 0.04440
O 3.12922 3.52890 0.70433
O 1.25381 2.46933 2.08079
H -4.04315 -1.34465 -1.62183
O -5.02518 -3.15431 0.71040
H 2.66394 1.71729 -3.02412
O 3.94049 1.22799 1.24478
H 1.15927 1.92257 2.83909
H -3.42628 -0.14769 -0.82418
H 4.18536 1.94587 1.79424
H 0.13002 -2.70620 1.26556
H -3.87908 1.60810 0.57503
O -1.50368 0.79464 -2.58323
H 1.24726 -0.58792 2.95449
H 2.42841 3.92727 1.23636
H -0.65529 2.57672 -1.20050
H -1.67531 -4.93142 2.86927
H 0.60120 1.21045 -0.32566
H -1.63227 2.75386 1.89729
H -3.44620 0.19388 1.22048
O -1.51763 2.94548 -1.04205
O 1.88524 0.11307 3.11653
H -1.96396 1.59601 -2.25675
H -1.84450 2.47876 -0.27698
H 4.09563 1.51598 0.32295
H -1.18476 -3.78675 2.09203
O -1.91055 -4.35510 2.12582
O -4.06525 0.66498 0.63738
H 1.06360 -3.91678 1.53193
H -0.12279 1.03929 -1.84160
O -1.37146 1.90310 1.56487
H -2.01484 0.06406 -2.17251
O 0.70937 0.97944 -1.31197
H 2.52573 0.06215 2.36801
H 2.15543 2.34091 1.82098
H 1.95563 -1.18238 -1.45489
H 1.32599 -0.87489 -3.16094
O 0.51524 -3.25307 2.00705
H -0.25452 -2.81219 -1.01560
O -0.68269 -2.43829 -0.25435
H 3.56233 4.02680 0.04040
O -3.24208 -0.92895 -1.40173

---

It comes down to B), which is 0.0189 hartree more stable than the next structure.